H3NO2S | the ωB97M-V functional and the def2-TZVPD basis

```
7
H3NO2S (the ωB97M-V functional and the def2-TZVPD basis)
N -1.027 -0.013 -0.204
O 1.681 -1.129 -0.089
O 1.035 1.533 -0.145
S 0.555 0.232 0.200
H -1.373 -0.960 -0.151
H -1.316 0.293 -1.144
H 0.444 0.043 1.534
```

## Properties
LUMO energy = 0.33 eV
SMILES = N[SH](=O)=O
relative energy (zero: lowest compared OMol25 entry of this formula, charge and spin) = 67.2 kcal/mol
spin multiplicity = 1
DFT total energy = -605.10571 Ha